# C31H52BrN3OP2Re

A structure of composition C31H52BrN3OP2Re in a non-equilibrium geometry (the ωB97M-V functional and the def2-TZVPD basis, the OMol25 dataset).

Last column: Mulliken spin population.
Element x y z (Å)
N  4.9606  6.0532  0.7470  -0.005
C  4.7947  5.3947  1.8940  0.003
C  4.4429  4.0468  1.9205  0.001
C  4.2567  3.3750  0.6985  -0.049
C  4.4448  4.0620  -0.5064  -0.002
C  4.8056  5.4304  -0.4141  0.002
C  3.7344  1.9712  0.7971  -0.063
Re  1.9828  1.6571  -0.0893  1.827
P  -0.4653  -3.1912  -2.4536  0.035
C  3.8245  1.0679  -0.3481  -0.083
C  3.0256  -0.1214  -0.1251  0.154
C  2.6709  -1.0347  -1.1424  -0.044
C  1.4593  -1.6801  -1.0947  0.000
C  0.5881  -1.6538  0.0211  0.095
C  0.9346  -0.7555  1.0303  -0.018
C  2.1859  -0.0182  1.0404  -0.047
Br  -1.1636  -2.3526  0.1075  0.004
H  3.9720  1.5564  1.7899  0.035
H  4.5705  1.1444  -1.1176  0.009
H  4.2669  3.5364  2.8630  0.001
H  4.2653  3.6248  -1.4946  -0.002
H  4.9547  5.9500  2.8189  0.000
H  4.9655  6.0299  -1.3159  0.000
H  3.3257  -1.1083  -2.0148  -0.009
H  2.6185  0.1253  2.0297  0.041
H  1.2109  -2.2087  -2.0297  -0.021
H  0.2829  -0.5684  1.8800  -0.021
P  -0.0669  2.1938  -1.1606  0.049
C  0.5720  -4.6331  -1.9108  0.004
C  0.6532  -5.8928  -2.7614  0.001
H  0.1883  -4.8981  -0.9130  0.000
H  1.5756  -4.2215  -1.7534  -0.001
H  1.3239  -6.5909  -2.2434  0.001
H  -0.3108  -6.4067  -2.8599  0.000
H  1.0840  -5.7085  -3.7515  0.000
C  0.0276  -2.6691  -4.1661  0.009
C  -0.6245  -3.3751  -5.3482  0.002
H  1.1258  -2.7402  -4.2167  0.000
H  -0.2377  -1.5949  -4.2043  -0.001
H  -0.1098  -3.0612  -6.2620  0.000
H  -0.5613  -4.4682  -5.2904  0.000
H  -1.6678  -3.0587  -5.4606  0.000
C  -2.0691  -4.0465  -2.6429  0.001
C  -2.5063  -4.9514  -1.4917  0.001
H  -1.9791  -4.6164  -3.5785  0.002
H  -2.8089  -3.2473  -2.8058  0.000
H  -3.5270  -5.3012  -1.7143  0.000
H  -1.8511  -5.8264  -1.3613  0.000
H  -2.5439  -4.4009  -0.5387  0.000
C  -1.5525  1.6583  -0.2384  0.041
C  -2.8217  2.4149  -0.6344  0.007
H  -1.3434  1.7337  0.8424  -0.011
H  -1.6588  0.5753  -0.4236  -0.003
H  -2.6818  3.5034  -0.5714  0.000
H  -3.1298  2.1570  -1.6591  0.000
H  -3.6409  2.1378  0.0450  0.001
C  -0.3532  1.7016  -2.8864  -0.002
C  0.7817  1.9941  -3.8585  0.010
H  -1.2821  2.2059  -3.1920  0.003
H  -0.5601  0.6207  -2.8446  -0.010
H  0.9644  3.0707  -3.9645  0.001
H  1.7246  1.5180  -3.5538  -0.010
H  0.5047  1.6021  -4.8455  0.001
C  0.0643  4.0098  -1.1505  0.024
C  0.9267  4.4611  0.0187  0.005
H  -0.9456  4.4440  -1.0945  -0.001
H  0.4949  4.2968  -2.1211  -0.003
H  1.8194  5.0174  -0.2994  -0.002
H  0.3289  5.1062  0.6722  0.000
H  1.2707  3.6186  0.6832  0.041
C  -0.7045  -2.0706  3.7919  -0.012
N  -1.7703  -1.2512  4.2922  0.363
C  -2.7560  -1.8827  5.1341  -0.011
C  -3.5187  -0.8235  5.8931  0.010
C  -4.0982  0.1916  4.9360  -0.012
N  -3.0305  0.7113  4.1118  0.540
C  -3.2170  1.9506  3.4070  -0.011
C  -1.9404  -0.0179  3.7141  -0.046
O  -1.1527  0.4462  2.8645  -0.052
H  -0.8914  -2.4007  2.7615  0.026
H  -0.6110  -2.9482  4.4355  0.004
H  0.2328  -1.5100  3.7909  0.014
H  -3.4548  -2.5031  4.5415  0.032
H  -2.2170  -2.5440  5.8208  0.010
H  -2.8499  -0.3200  6.6026  0.003
H  -4.3227  -1.2944  6.4620  -0.002
H  -4.5406  1.0383  5.4737  0.017
H  -4.8795  -0.2790  4.3102  0.050
H  -3.4644  1.7852  2.3441  0.040
H  -4.0303  2.5105  3.8796  0.005
H  -2.2954  2.5469  3.4531  0.027

Results
⟨S²⟩ ... 3.806
Total energy ... -130211.1499 eV
Largest force on an atom ... 4.78 eV Å⁻¹
Total charge ... +4
LUMO energy (alpha / beta) ... -14.88 / -14.71 eV
Frontier orbital gap (alpha / beta) ... 2.52 / 2.69 eV
Multiplicity ... 4